No. 1
Density functional theory data (ωB97M-V/def2-TZVPD) for C3H7NO2 in the gas phase.

Calculated values
Energy above the lowest of the compared OMol25 structures with the same formula, charge and spin in eV: 2.179
Total charge: 0
HOMO-LUMO gap in eV: 10.05
Lowest unoccupied orbital energy in eV: 0.88
SMILES: C/N=C(/O)OC
2S+1: 1

Last column: Löwdin charge in e.
CARTESIAN COORDINATES (ANGSTROEM)
C 1.327 -0.352 -1.663  -0.15
N 1.044 -0.923 -0.411  0.01
C 0.142 -0.433 0.361  -0.58
O -0.030 -1.056 1.517  0.05
O -0.610 0.633 0.099  -0.02
C -1.560 1.014 1.104  -0.04
H 1.584 -1.052 -2.429  0.07
H 2.168 0.308 -1.638  0.07
H 0.567 0.240 -2.131  0.07
H 0.767 -1.742 1.164  0.22
H -2.277 0.208 1.284  0.10
H -2.069 1.890 0.700  0.10
H -1.055 1.266 2.041  0.10



No. 2
Density functional theory data (ωB97M-V/def2-TZVPD) for a 2-piece molecular cluster, C3H7NO2 overall.

Calculated values
Energy above the lowest of the compared OMol25 structures with the same formula, charge and spin in eV: 2.220
Total charge: 0
HOMO-LUMO gap in eV: 10.80
Lowest unoccupied orbital energy in eV: 1.06
SMILES: C1CO1.NC=O
2S+1: 1

Last column: Löwdin charge in e.
CARTESIAN COORDINATES (ANGSTROEM)
C -1.581 -1.217 0.371  -0.15
C -0.428 -1.452 -0.489  -0.14
O -1.119 -0.198 -0.504  -0.13
H -1.393 -1.012 1.426  0.11
H -2.556 -1.627 0.128  0.11
H 0.564 -1.474 -0.050  0.09
H -0.514 -1.980 -1.433  0.11
N 0.586 1.743 0.405  0.13
C 1.724 1.229 -0.115  -0.40
O 1.838 0.145 -0.656  -0.02
H -0.284 1.254 0.196  0.07
H 0.567 2.703 0.706  0.09
H 2.598 1.889 0.013  0.12